A molecular structure, C20H30N2O6PPd, computed with ωB97M-V/def2-TZVPD.

The geometry in XYZ format:
```
60
Properties=species:S:1:pos:R:3
Pd -0.0390 -2.1143 1.1937
O 6.0933 -2.3935 0.7818
C 4.7366 -2.4491 0.9036
C 3.9328 -2.9836 -0.1003
C 2.5723 -2.9968 0.1096
N 2.0460 -2.5141 1.2286
C 2.8012 -2.0019 2.1986
C 4.1751 -1.9562 2.0726
C 2.0511 -1.4946 3.4323
O 2.7520 -1.1760 4.3979
O 0.7940 -1.4763 3.2986
C 1.5750 -3.5466 -0.9066
O 2.0233 -3.9477 -1.9772
O 0.3574 -3.5144 -0.5162
H 6.3406 -2.7580 -0.0751
H 4.3243 -3.3882 -1.0266
H 4.7705 -1.5521 2.8790
O -1.5134 -4.3852 2.4360
C -1.7015 -3.4452 1.8316
C -3.8510 0.9134 0.0345
C -2.7417 0.4887 -0.9456
C -2.9381 1.2437 -2.2643
C -2.9619 -1.0169 -1.1844
P -1.0845 0.7098 -0.0630
N -1.0008 -0.3601 1.1007
C 0.3077 0.6116 -1.3138
C 0.0889 -0.6170 -2.2200
C 0.4664 1.8414 -2.2182
C 1.6431 0.3827 -0.5684
C -1.0622 2.4119 0.7527
C 0.3732 2.6642 1.2480
C -1.9350 2.3582 2.0234
C -1.4961 3.6039 -0.1067
H -4.8075 0.5688 -0.3718
H -3.9192 1.9926 0.1587
H -3.7168 0.4555 1.0158
H -3.9736 1.0971 -2.5952
H -2.2944 0.8688 -3.0595
H -2.7778 2.3177 -2.1733
H -4.0258 -1.1776 -1.3908
H -2.6897 -1.5974 -0.3024
H -2.4021 -1.3994 -2.0335
H -0.7166 -0.4552 -2.9351
H -0.1058 -1.5411 -1.6766
H 1.0071 -0.7838 -2.7916
H -0.4358 2.0944 -2.7727
H 1.2481 1.6179 -2.9533
H 0.7883 2.7249 -1.6685
H 1.5351 -0.2070 0.3377
H 2.1171 1.3210 -0.2883
H 2.3289 -0.1554 -1.2290
H 0.7658 1.8121 1.8062
H 0.3497 3.5225 1.9260
H 1.0607 2.9066 0.4388
H -1.7818 1.4244 2.5648
H -2.9968 2.4701 1.8082
H -1.6410 3.1897 2.6723
H -0.9344 3.6922 -1.0376
H -1.3234 4.5233 0.4656
H -2.5573 3.5758 -0.3517
```

## Properties
* spin multiplicity: 3
* energy: -49262.103 eV
* max |F|: 0.8 eV/A
* charge: -1
* LUMO (spin up / spin down): 2.56 / 2.04 eV
* gap between HOMO and LUMO (spin up / spin down): 0.2721 / 0.2447 Eh

Mulliken atomic charge list, values in e, 2 entries:
1 Pd 0.56
2 O -0.55


A molecular structure, C28H36BF3N7O5RuS5 in a non-equilibrium geometry, computed with ωB97M-V/def2-TZVPD.

The geometry in XYZ format:
```
86
Properties=species:S:1:pos:R:3
Ru -0.1160 0.0448 -0.0081
C -2.1054 4.5717 -0.1949
N -0.7150 4.4499 0.1394
C 0.0159 5.2727 0.9509
C 1.2635 4.7429 1.0240
N 1.3075 3.6123 0.2680
B 2.5362 2.6874 0.0758
N 2.7366 1.8968 1.4075
C 3.1206 2.4475 2.5901
C 3.3496 1.4499 3.4829
N 3.0962 0.2730 2.8416
C 3.2169 -1.0412 3.4092
C 2.7016 0.5699 1.5819
S 2.3547 -0.6111 0.4090
C 0.0908 3.4355 -0.2578
S -0.4238 2.2277 -1.3396
H -2.5740 5.3042 0.4623
H -2.5738 3.5934 -0.0706
H -2.2307 4.8836 -1.2352
H -0.4024 6.1471 1.4068
H 2.1282 5.1014 1.5416
H 3.5022 3.3647 -0.0805
H 2.3240 1.9218 -0.8072
H 3.2326 3.5067 2.6985
H 3.6546 1.4897 4.5070
H 4.0241 -1.0454 4.1401
H 3.4317 -1.7458 2.6065
H 2.2798 -1.3233 3.9077
F 1.2316 -2.8969 -5.7299
C 0.3266 -2.3755 -4.8753
F 0.2164 -1.0919 -5.2086
F -0.8499 -2.9639 -5.1960
C 0.6968 -2.6534 -3.4464
C 1.5542 -3.7052 -3.1723
C 1.8555 -4.0088 -1.8517
C 1.2749 -3.2421 -0.8544
N 0.4525 -2.2399 -1.1020
C 0.1486 -1.9160 -2.3732
S -0.9764 -0.6369 -2.5314
H 1.9812 -4.2731 -3.9868
H 2.5126 -4.8248 -1.6014
H 1.4750 -3.4463 0.1880
C 0.0475 -3.0848 2.5589
S -0.4149 -1.5203 3.3368
O -1.8285 -1.5352 3.6302
O 0.4381 -1.3792 4.5086
O -0.0343 -0.4955 2.3308
H -0.2144 -3.8997 3.2186
H 1.1158 -3.0402 2.3912
H -0.4937 -3.1293 1.6244
C -0.1983 1.7364 4.0426
S -1.4749 1.2790 2.8076
C -2.5168 2.7574 3.2924
O -0.9394 1.7934 1.5086
H -0.6807 2.0825 4.9483
H 0.4071 2.5187 3.5973
H 0.3923 0.8537 4.2551
H -2.9029 2.5610 4.2860
H -3.3344 2.8612 2.5884
H -1.9139 3.6605 3.2868
C -6.1010 -3.5418 0.2534
N -4.6744 -3.3421 0.2311
N -4.1311 -2.1903 0.7755
C -2.9082 -1.9242 0.1719
O -2.2011 -0.9764 0.5218
C -2.7498 -2.9517 -0.8134
C -3.8532 -3.7500 -0.7736
C -4.2100 -4.9114 -1.6237
C -4.5094 -1.7656 2.0632
C -4.8429 -2.7166 3.0235
C -5.2386 -2.3073 4.2812
C -5.2757 -0.9577 4.5859
C -4.9056 -0.0199 3.6385
C -4.5275 -0.4120 2.3677
H -6.5199 -2.9813 1.0868
H -6.3225 -4.5995 0.3944
H -6.5671 -3.2009 -0.6768
H -1.9095 -3.0726 -1.4628
H -3.3650 -5.1766 -2.2516
H -5.0593 -4.6642 -2.2609
H -4.4801 -5.7661 -1.0053
H -4.7623 -3.7703 2.7930
H -5.4952 -3.0422 5.0298
H -5.5771 -0.6326 5.5695
H -4.9193 1.0277 3.8944
H -4.2193 0.3043 1.6216
```

## Properties
* spin multiplicity: 2
* energy: -115875.588 eV
* max |F|: 3.2 eV/A
* LUMO (spin up / spin down): -1.50 / -0.43 eV
* gap between HOMO and LUMO (spin up / spin down): 0.2229 / 0.2534 Eh

Mulliken atomic charge list, values in e, 2 entries:
1 Ru 1.03
2 C -0.80


2 unconnected molecules or ions with the total composition C4H4O4 in a non-equilibrium geometry, computed with ωB97M-V/def2-TZVPD.

The geometry in XYZ format:
```
12
Properties=species:S:1:pos:R:3
C 0.1184 1.2516 1.3117
C 0.7900 0.7402 0.2924
C 0.9195 -0.7202 0.1246
O 0.5806 -1.5486 0.9285
O 1.4705 -1.0421 -1.0562
H -0.3510 0.6036 2.0317
H 0.0095 2.3132 1.4537
H 1.2785 1.3448 -0.4586
H 1.5016 -2.0097 -1.1543
O -1.7013 -1.3348 -1.4620
C -2.1054 -0.3120 -1.1545
O -2.5109 0.7141 -0.8569
```

## Properties
* energy: -12403.304 eV
* SMILES: C=CC(=O)O.O=C=O
* max |F|: 2.0 eV/A
* LUMO: 0.45 eV
* gap between HOMO and LUMO: 0.4079 Eh

Mulliken atomic charge list, values in e, 2 entries:
1 C -0.61
2 C -0.26


2 unconnected molecules or ions with the total composition CH3O2S2 in a non-equilibrium geometry, computed with ωB97M-V/def2-TZVPD.

The geometry in XYZ format:
```
8
Properties=species:S:1:pos:R:3
C 0.3374 0.5698 -0.9894
O -4.2081 1.0528 -0.4221
O -3.0397 2.4924 -2.0700
S 1.6759 -0.6579 -1.0584
S -2.9418 1.4645 -1.0301
H 0.4081 1.2945 -1.7837
H 0.1607 1.2295 -0.2100
H -0.6283 -0.0037 -0.9841
```

## Properties
* spin multiplicity: 3
* energy: -26850.212 eV
* max |F|: 2.7 eV/A
* charge: -1
* LUMO (spin up / spin down): 3.08 / 0.84 eV
* gap between HOMO and LUMO (spin up / spin down): 0.1626 / 0.2039 Eh

Mulliken atomic charge list, values in e, 2 entries:
1 C -0.80
2 O -0.56


4 unconnected molecules or ions with the total composition C5H16NO4 in a non-equilibrium geometry, computed with ωB97M-V/def2-TZVPD.

The geometry in XYZ format:
```
26
Properties=species:S:1:pos:R:3
C -1.0737 -1.2660 1.0469
O -0.6752 0.0171 1.3961
C -1.0991 -1.5441 -0.4704
C 0.3155 -1.8450 -1.0267
C 0.8980 -0.9517 -2.0867
C 1.6492 -1.4790 -3.0937
N 0.4857 0.3442 -2.1517
H -2.0179 -1.5555 1.5397
H -0.2794 -1.9513 1.3980
H -1.5346 -0.7168 -1.0330
H -1.6949 -2.4459 -0.6152
H 1.0362 -1.9684 -0.2179
H 0.2744 -2.8808 -1.3731
H 1.7915 -0.8948 -4.0010
H 2.0258 -2.4953 -3.1144
H 0.0943 0.8973 -1.3329
H 0.8535 0.8590 -2.9280
H 1.6168 1.1000 1.9191
H 0.6561 2.2804 2.2580
O 1.4972 2.0492 1.8403
H -0.8311 0.8855 2.6415
H -2.0551 1.7378 3.3559
O -1.1048 1.6647 3.2488
H 0.1719 2.2402 0.3099
H -0.6620 1.0168 0.4098
O -0.5474 1.8582 -0.2284
```

## Properties
* energy: -15125.326 eV
* max |F|: 1.5 eV/A
* charge: -1
* LUMO: 3.80 eV
* gap between HOMO and LUMO: 0.2870 Eh

Mulliken atomic charge list, values in e, 2 entries:
1 C -0.72
2 O -0.71


ClFH8Si5 in the gas phase in a non-equilibrium geometry, computed with ωB97M-V/def2-TZVPD.

The geometry in XYZ format:
```
15
Properties=species:S:1:pos:R:3
F -3.1801 -0.5151 1.1883
Si -2.7404 0.1540 -0.2218
Si -2.3709 2.3005 0.2611
Si -1.3734 -1.3696 -1.0105
Si 0.7690 -1.5121 -0.0308
Si 1.5713 0.4697 0.8494
Cl 1.7980 1.9586 -0.4975
H -2.0112 3.4921 -0.4203
H -3.1254 2.8200 1.4548
H -1.3214 -0.7524 -2.4000
H -2.0197 -2.6548 -0.9573
H 1.5098 -2.0530 -1.1616
H 1.1175 -2.4752 0.9324
H 0.3886 1.0384 1.7670
H 2.8893 0.2953 1.5456
```

## Properties
* energy: -54756.458 eV
* SMILES: F[Si](=[SiH2])[SiH2][SiH2][SiH2]Cl
* max |F|: 2.4 eV/A
* LUMO: -0.93 eV
* gap between HOMO and LUMO: 0.2490 Eh

Mulliken atomic charge list, values in e, 2 entries:
1 F -0.26
2 Si 0.29